DFT (wB97M-V/def2-TZVPD) results for a molecular structure, CH5N2OP in a non-equilibrium geometry.

Each line ends with the Mulliken charge.
Element x y z (Å)
H: 1.218 1.519 -0.483  0.193
O: 1.205 -1.498 0.271  -0.520
H: 2.713 -0.220 -0.140  0.323
N: 0.876 0.638 -0.285  -0.348
C: 1.625 -0.435 -0.062  0.127
N: -0.814 0.691 0.364  -0.319
P: -1.422 -0.798 -0.131  0.100
H: -2.715 -0.332 -0.563  0.058
H: -0.826 1.584 -0.121  0.300
H: -1.859 -1.150 1.149  0.087

Output
- Frontier orbital gap (alpha / beta): 7.7 / 6.5 eV
- E_tot: -566.98817 Eh
- ΔE to the lowest compared entry with this formula, charge and spin: 62.9 kJ/mol
- Net charge: 0
- 2S+1: 3
- Max |F|: 0.0730 hartree/bohr

***

DFT (wB97M-V/def2-TZVPD) results for C5H9FO in the gas phase in a non-equilibrium geometry.

Each line ends with the Mulliken charge.
Element x y z (Å)
H: -1.786 -0.505 1.367  0.258
C: 1.899 -0.599 -0.365  -0.774
O: -1.808 0.966 -0.137  -0.532
C: 0.606 -0.901 0.341  0.016
H: -0.963 1.219 -0.471  0.346
H: -0.648 -0.974 -1.510  0.289
H: 2.764 -1.157 -0.022  0.254
H: 0.753 -1.537 1.235  0.329
H: -2.877 -0.714 0.022  0.317
H: -0.843 -2.274 -0.307  0.367
C: -0.707 -1.203 -0.395  -0.947
H: 1.890 -0.377 -1.421  0.266
H: 1.688 0.675 1.512  0.345
C: -1.872 -0.378 0.294  -0.341
F: 0.796 1.538 -0.178  -0.362
C: 1.294 0.425 0.507  0.170

Output
- Frontier orbital gap: 11.0 eV
- E_tot: -370.96073 Eh
- SMILES: OCC[C@H]1C[C@H]1F
- ΔE to the lowest compared entry with this formula, charge and spin: 138.7 kJ/mol
- Net charge: 0
- Max |F|: 0.0393 hartree/bohr

***

> What is the ΔE to the lowest compared entry with this formula, charge and spin in the second record?

138.7 kJ/mol

***

> What is the net charge in the second record?

0

***

> What is the formula in the second record?

C5H9FO

***

> Which of these has the lowest max |F|?

C5H9FO